Record 1
C37H60AlBrFN2O4S2 as an isolated structure at a distorted geometry, computed with the ωB97M-V functional and the def2-TZVPD basis.

The geometry in XYZ format:
```
108
Properties=species:S:1:pos:R:3:forces:R:3
C -4.1886 -0.6516 0.9725 0.6 0.4 -0.5
C -2.9037 -1.1146 0.2723 -2.0 -4.6 -0.2
C -2.7921 -2.6404 0.3233 0.2 0.1 -0.6
C -1.4131 -3.0834 -0.1977 -0.7 -0.1 -0.3
C -1.4857 -3.7114 -1.5786 0.6 -0.3 -0.4
C -0.0868 -4.0247 -2.1296 -0.3 0.4 0.6
C 0.6938 -2.7685 -2.5185 0.6 -1.2 -0.7
C 0.5395 -2.3872 -4.0037 -0.7 -0.4 1.3
N 0.0808 -0.9878 -4.0798 0.8 -0.8 -2.0
C -0.8931 -0.7001 -5.1421 -0.8 0.2 0.4
C -2.0032 0.2585 -4.6973 0.1 -0.2 -0.6
C -3.3087 -0.4463 -4.3461 -0.3 1.0 -0.2
C -4.4793 0.5493 -4.3214 -0.2 0.1 0.6
C -4.6496 1.2849 -2.9770 0.3 0.1 -0.4
C -4.0134 2.6685 -3.0003 0.0 -0.2 0.4
C -4.0903 3.3831 -1.6557 0.0 0.1 -0.6
C -3.4424 4.7654 -1.7594 -0.4 -0.4 0.3
C 1.1079 -0.1071 -4.0229 0.7 1.2 0.8
S 1.0174 1.4795 -4.4709 -0.1 0.2 -0.1
S 2.6467 -0.7499 -3.4148 0.3 -0.1 -0.1
C 3.3839 0.5829 -2.4320 -0.3 -0.2 0.2
C 2.5966 0.7600 -1.1423 0.3 1.0 -0.5
C 3.2254 1.8188 -0.2446 0.0 -0.5 0.7
Al 2.4053 1.9646 1.5951 -0.1 0.6 -0.1
Br 4.0284 0.9451 3.1090 -1.1 4.9 3.2
C 2.2970 3.9140 2.1218 0.1 -0.5 0.3
C 1.2535 4.2495 3.1676 0.5 0.2 -0.9
C 1.1959 5.7154 3.5565 -0.2 -0.2 0.5
F 1.5546 3.5093 4.3215 -0.2 -0.2 0.2
N 0.8073 0.9891 1.8510 0.4 1.0 -0.3
C -0.1635 1.0652 0.7391 -0.3 -0.7 1.5
C -1.5559 0.6670 1.2612 1.9 4.1 -0.2
H -4.9531 -1.4115 0.8628 -0.2 -0.1 0.1
H -4.5597 0.2721 0.5371 -0.2 0.2 0.0
H -3.9958 -0.4555 2.0213 -0.1 -0.1 0.3
H -2.0344 -0.7179 0.7897 -1.4 -4.8 -0.5
H -2.8607 -0.7682 -0.7583 0.0 0.0 -0.4
H -2.9541 -2.9544 1.3514 0.0 -0.1 0.2
H -3.5706 -3.1029 -0.2810 -0.3 -0.3 0.0
H -0.9442 -3.8095 0.4593 0.2 0.0 0.2
H -0.7736 -2.2130 -0.2490 0.3 0.1 0.2
H -1.9754 -3.0573 -2.3037 -0.3 0.1 0.1
H -2.0495 -4.6431 -1.5252 -0.2 0.0 0.0
H 0.4661 -4.5327 -1.3403 0.1 -0.2 0.1
H -0.1416 -4.7210 -2.9641 0.0 -0.1 -0.2
H 0.4774 -1.9161 -1.8914 -0.1 0.1 0.2
H 1.7443 -2.9926 -2.3800 0.1 0.1 0.3
H 1.4579 -2.5682 -4.5575 0.2 0.2 -0.1
H -0.1793 -3.0693 -4.4401 -0.5 0.3 -0.2
H -1.3949 -1.6100 -5.4535 0.2 -0.5 0.2
H -0.3958 -0.3288 -6.0333 0.3 0.3 0.0
H -1.6458 0.9086 -3.9126 0.1 0.0 0.3
H -2.1890 0.9113 -5.5489 -0.1 0.2 -0.1
H -3.2346 -0.9052 -3.3643 0.0 -0.5 0.0
H -3.5423 -1.1723 -5.1223 0.2 -0.4 0.1
H -5.4072 0.0529 -4.5924 -0.1 -0.2 0.1
H -4.3212 1.3130 -5.0792 0.0 0.0 -0.3
H -5.6981 1.4022 -2.7078 -0.2 -0.1 0.0
H -4.1774 0.6941 -2.1916 0.0 -0.1 0.2
H -4.4852 3.2703 -3.7765 -0.1 0.1 -0.1
H -2.9591 2.5969 -3.2652 0.1 -0.1 -0.2
H -5.1401 3.4572 -1.3721 -0.1 0.1 0.2
H -3.5981 2.7620 -0.9144 0.2 -0.1 0.2
H -3.1115 5.1181 -0.7886 0.1 0.2 0.1
H -2.5998 4.7115 -2.4415 0.2 0.1 0.0
H -4.1651 5.4700 -2.1559 0.0 0.3 -0.1
H 4.3956 0.2563 -2.1980 0.1 -0.2 -0.2
H 3.4437 1.4935 -3.0096 0.0 0.2 -0.2
H 2.5005 -0.1929 -0.6298 -0.2 0.2 -0.3
H 1.6286 1.1366 -1.4531 -0.5 -0.3 0.1
H 3.2382 2.8030 -0.7156 -0.1 0.1 -0.2
H 4.2713 1.5366 -0.0916 0.2 0.1 0.1
H 2.1800 4.5615 1.2513 -0.2 0.1 -0.2
H 3.2622 4.1818 2.5615 0.2 0.1 0.0
H 0.2848 3.9163 2.7903 -0.3 -0.1 0.4
H 2.1515 6.2108 3.4271 0.2 0.0 -0.2
H 0.4207 6.2200 2.9889 0.0 0.2 -0.1
H 0.9577 5.7756 4.6166 -0.3 0.1 0.1
H 0.3446 1.4529 2.6338 0.1 -0.2 0.2
H 0.1076 0.2872 0.0329 0.3 0.1 -0.5
H -0.2285 2.0528 0.2659 0.1 -0.1 -0.4
H -2.1125 1.5158 1.6470 0.1 0.2 0.5
H -1.4149 -0.1062 2.0072 0.0 0.1 0.6
H -2.1099 0.1958 0.4496 1.1 5.2 0.2
C 4.7220 -1.1131 1.7413 1.1 -1.9 -1.0
C 3.4166 -1.1048 1.4824 -0.3 -1.0 -0.8
C 2.8106 -2.0900 0.5527 0.3 0.1 0.4
O 1.6218 -2.0741 0.3124 -0.1 -0.4 0.0
C 3.7124 -3.0851 -0.0794 0.0 -0.1 -0.1
C 5.0162 -3.0942 0.1807 0.0 -0.1 -0.1
C 5.6235 -2.1092 1.1130 -0.4 0.0 0.0
O 6.8146 -2.1250 1.3468 0.1 -0.1 -0.1
H 5.1826 -0.4001 2.4134 0.5 -1.3 -0.8
H 2.7422 -0.3823 1.9276 -0.2 -0.9 -0.4
H 3.2505 -3.7935 -0.7560 0.0 0.0 0.0
H 5.6924 -3.8107 -0.2689 0.0 0.0 0.0
C 1.7456 -0.4144 6.5886 0.0 0.0 0.0
C 2.8389 -1.0161 6.1239 0.0 0.0 0.1
C 3.1474 -2.4237 6.4736 0.1 0.0 -0.1
O 4.1413 -2.9819 6.0576 0.0 0.0 0.1
C 2.1911 -3.1363 7.3603 -0.1 0.0 0.0
C 1.1008 -2.5338 7.8239 0.0 -0.1 0.0
C 0.7921 -1.1236 7.4729 0.0 0.1 0.0
O -0.2070 -0.5815 7.9004 0.0 0.0 0.0
H 1.5044 0.6121 6.3415 0.0 0.0 0.0
H 3.5393 -0.5060 5.4753 0.0 0.0 -0.1
H 2.4342 -4.1635 7.6030 0.0 0.0 0.0
H 0.3918 -3.0345 8.4717 0.0 0.0 0.0
```
Positions in Å, forces in eV/Å.

Summary:
net charge = -1
LUMO energy = 0.70 eV

Löwdin population analysis, charges in e, atoms 1 to 2: -0.075 -0.325

=====

Record 2
C37H60BCl2F2NNbO4 as an isolated structure at a distorted geometry, computed with the ωB97M-V functional and the def2-TZVPD basis.

The geometry in XYZ format:
```
108
Properties=species:S:1:pos:R:3:forces:R:3
C 1.9718 -8.2879 -0.8614 -0.4 0.1 -0.2
C 0.7723 -7.4571 -0.3910 0.3 -0.3 0.3
C 0.2994 -7.8530 1.0272 -0.3 0.2 -0.5
C -1.1871 -8.2411 1.0853 0.3 0.3 -0.3
C -2.0639 -7.0457 1.4386 -0.5 -0.6 -0.5
C -3.5459 -7.4449 1.6111 0.7 0.4 0.7
C -4.2935 -6.6589 2.7153 0.1 -0.2 -0.6
C -5.3703 -5.6924 2.2108 -0.2 0.4 0.6
C -4.9562 -4.2186 2.2590 0.6 -0.5 -0.4
C -3.6274 -3.9675 1.5363 -0.7 0.7 0.4
C -3.4252 -2.4765 1.2568 0.7 -0.5 -0.1
C -1.9676 -2.1803 0.8412 -0.9 0.1 -0.3
C -1.8630 -1.0615 -0.2072 1.1 -0.4 0.6
C -0.6006 -1.2117 -1.0742 -0.5 -0.4 -0.2
C -0.7561 -0.6080 -2.4793 1.5 0.4 1.6
Nb -0.4818 1.6690 -2.6273 -3.1 -1.1 -2.6
C 0.0649 1.4077 -4.8042 0.2 0.1 0.3
C -0.2112 2.5613 -5.7470 1.1 -0.5 -0.8
C -0.3583 2.1142 -7.2144 -0.3 0.0 0.6
F -1.3362 3.3128 -5.4095 -0.3 0.2 0.2
B 0.0722 3.9451 -2.5068 1.5 0.8 1.3
O 0.6873 4.6452 -3.5218 -1.0 -0.4 -0.5
O -0.2439 4.7646 -1.3983 -0.1 -0.4 -0.3
C 0.3074 4.3387 -0.1455 -0.1 0.8 0.1
C 0.7596 5.5911 0.6224 0.2 -0.7 -0.4
C 1.7720 1.3495 -2.2079 -0.4 -0.2 1.2
O 2.1495 0.7241 -1.2437 0.1 0.3 -0.9
N 2.8910 1.8692 -3.1425 -0.1 0.5 -0.7
C 3.5887 2.9450 -2.6018 1.3 -0.4 1.6
O 4.3165 2.9372 -1.6238 -1.1 0.3 -1.7
F 3.4115 4.0966 -3.2759 0.0 -0.4 0.3
C -2.7068 1.9935 -3.0113 -0.2 0.4 0.2
Cl -3.3982 1.2024 -4.4318 0.2 0.0 0.1
C -3.5512 2.6909 -2.2363 0.4 -0.4 -0.2
C -3.1555 3.3923 -0.9819 -0.5 0.3 0.2
Cl -5.2626 2.8476 -2.5869 0.0 0.0 0.0
H 1.9010 -9.3047 -0.4885 0.1 -0.2 0.1
H 2.8978 -7.8356 -0.5262 0.2 -0.1 0.1
H 1.9962 -8.3538 -1.9454 0.1 0.1 -0.2
H 1.0740 -6.4158 -0.4201 -0.2 0.3 -0.1
H -0.0573 -7.5867 -1.0793 -0.1 0.1 -0.2
H 0.4362 -7.0020 1.6882 0.3 0.0 0.3
H 0.9149 -8.6800 1.3651 0.1 -0.1 0.3
H -1.4718 -8.5788 0.0891 -0.2 -0.3 -0.1
H -1.3623 -9.0735 1.7630 0.0 0.0 0.3
H -1.9972 -6.3606 0.5968 0.2 0.5 0.2
H -1.6845 -6.5799 2.3419 0.1 0.2 0.1
H -3.5292 -8.4893 1.9110 -0.3 -0.3 -0.2
H -4.0465 -7.3384 0.6555 -0.2 -0.2 -0.1
H -3.5554 -6.1105 3.2939 0.1 0.1 0.2
H -4.7232 -7.3880 3.3949 -0.2 0.0 0.1
H -6.2484 -5.7973 2.8469 -0.2 -0.1 -0.1
H -5.6772 -5.9399 1.1979 0.0 -0.2 -0.2
H -5.7097 -3.6017 1.7774 -0.3 0.1 0.1
H -4.8571 -3.9040 3.2961 -0.1 0.2 0.2
H -3.6552 -4.4979 0.5872 0.3 -0.2 -0.2
H -2.7979 -4.3278 2.1355 0.2 -0.2 0.0
H -3.7033 -1.9037 2.1383 -0.1 0.2 0.1
H -4.0876 -2.2091 0.4386 -0.2 0.2 0.0
H -1.5620 -3.1098 0.4449 0.2 -0.1 -0.2
H -1.3874 -1.9241 1.7235 0.2 -0.1 0.1
H -1.7496 -0.1364 0.3511 -0.5 0.4 -0.2
H -2.7555 -1.0414 -0.8235 -0.2 0.1 -0.1
H 0.2394 -0.7897 -0.5301 0.2 0.1 -0.1
H -0.4011 -2.2842 -1.1665 0.0 -0.2 0.0
H -0.0468 -1.1017 -3.1415 0.0 0.0 -0.3
H -1.7717 -0.8180 -2.8163 -0.2 0.3 -0.4
H -0.6264 1.6352 -0.8137 0.6 -0.1 0.2
H -0.4988 0.5272 -5.1307 -0.3 -0.1 0.2
H 1.1101 1.1432 -4.9427 0.2 0.0 0.0
H 0.6443 3.2293 -5.7153 0.0 0.3 0.4
H 0.0252 1.1056 -7.3101 0.1 -0.1 -0.2
H 0.1803 2.7751 -7.8831 0.0 0.1 -0.2
H -1.4161 2.1012 -7.4623 -0.1 0.0 -0.2
H 0.3163 5.5359 -3.5095 0.4 0.4 0.1
H -0.4175 3.7832 0.4424 -0.2 -0.2 -0.1
H 1.1674 3.7069 -0.3350 0.0 -0.3 0.1
H 0.3527 6.4667 0.1335 -0.2 0.2 0.1
H 1.8428 5.6436 0.5674 0.2 0.2 0.1
H 0.4537 5.5263 1.6606 0.0 0.2 0.2
H 3.5300 1.0946 -3.2698 0.2 -0.1 0.4
H -3.9971 3.3904 -0.2937 -0.1 -0.1 0.1
H -2.3207 2.9188 -0.4801 0.3 -0.1 -0.1
H -2.9252 4.4361 -1.1770 0.2 0.1 -0.1
C 0.6330 6.7198 5.4833 0.0 0.0 0.0
C -0.0326 6.3816 6.6530 0.0 0.0 0.0
C -1.3925 6.6295 6.7744 0.0 0.0 0.0
C -2.0884 7.2089 5.7229 0.0 0.0 0.0
C -1.4232 7.5445 4.5522 0.0 0.0 0.0
C -0.0619 7.3035 4.4336 0.0 0.0 0.0
H 1.6937 6.5272 5.3884 0.0 0.0 0.0
H 0.5091 5.9232 7.4703 0.0 0.0 0.0
H -1.9109 6.3692 7.6884 0.0 0.0 0.0
H -3.1502 7.3974 5.8152 0.0 0.0 0.0
H -1.9661 7.9932 3.7306 0.0 0.0 0.0
H 0.4569 7.5673 3.5213 0.0 0.0 0.0
C 9.7428 2.7067 1.1346 0.0 0.0 0.0
C 8.7785 1.7267 1.3257 0.0 0.0 0.0
C 7.5348 1.8476 0.7204 0.0 0.0 0.0
C 7.2545 2.9444 -0.0832 0.0 0.0 0.0
C 8.2214 3.9221 -0.2753 0.0 0.0 0.0
C 9.4632 3.8060 0.3349 0.0 0.0 0.0
H 10.7120 2.6137 1.6088 0.0 0.0 0.0
H 8.9965 0.8676 1.9479 0.0 0.0 0.0
H 6.7802 1.0871 0.8731 0.0 0.0 0.0
H 6.2863 3.0351 -0.5568 0.0 0.0 0.0
H 8.0044 4.7770 -0.9028 0.0 0.0 0.0
H 10.2140 4.5724 0.1869 0.0 0.0 0.0
```
Positions in Å, forces in eV/Å.

Summary:
net charge = -1
LUMO energy = 1.64 eV

Löwdin population analysis, charges in e, atoms 1 to 2: -0.116 -0.251

=====

no.,gap between HOMO and LUMO (eV)
1,6.03
2,6.55